(1)
{"formula": "C36H41N5SeV", "method": "ωB97M-V/def2-TZVPD", "spin_multiplicity": 3, "e_tot_ha": -5015.46535, "gap_ev": [5.680, 5.594], "charge": -1, "e_above_lowest_ev": 0.3936, "homo_energy_ev": [-3.39, -3.31], "symbols": ["V", "N", "N", "C", "C", "C", "C", "H", "H", "H", "C", "C", "H", "H", "H", "C", "C", "H", "H", "H", "C", "H", "H", "H", "C", "H", "H", "H", "C", "H", "C", "H", "C", "H", "C", "H", "C", "C", "H", "C", "C", "H", "C", "H", "N", "C", "C", "C", "H", "C", "C", "H", "H", "H", "C", "H", "C", "C", "H", "H", "H", "C", "H", "H", "H", "C", "N", "C", "Se", "N", "C", "C", "C", "C", "C", "C", "H", "H", "H", "H", "H", "H", "H", "H"], "coordinates": [[-0.06210, 0.03197, 0.45309], [0.41476, -3.59070, 4.02160], [-0.91367, -2.77505, -2.04032], [0.55817, 1.77974, -0.48044], [1.66175, 0.94128, -0.15096], [1.68834, 0.81543, 1.28941], [2.58575, 0.08478, 2.08917], [3.37910, -0.46430, 1.59289], [1.79331, -1.55086, 3.16126], [2.75607, 0.45541, 3.09214], [0.51023, 1.45281, 1.81146], [0.23696, 1.61941, 3.25022], [1.08252, 2.09743, 3.77401], [0.09132, 0.64915, 3.73622], [-0.67704, 2.21057, 3.40318], [-0.16035, 2.08202, 0.72702], [-1.28632, 3.03478, 0.89428], [-2.18119, 2.55231, 1.31956], [-1.54964, 3.47716, -0.07283], [-0.95931, 3.82799, 1.58593], [2.69148, 0.37618, -1.04606], [3.64379, 0.92395, -0.97366], [2.36565, 0.40341, -2.09136], [2.90293, -0.66772, -0.77762], [0.39910, 2.49490, -1.76753], [-0.63755, 2.81822, -1.92284], [0.69841, 1.86897, -2.61884], [1.04745, 3.39043, -1.75782], [-0.40463, -4.61364, 4.30801], [-0.25938, -5.10032, 5.28018], [-1.42633, -5.09055, 3.46673], [-2.09765, -5.87913, 3.82836], [-1.53197, -4.51974, 2.19241], [-2.33730, -4.78042, 1.51613], [-0.62510, -3.54417, 1.81477], [-0.77779, -3.05644, 0.84206], [0.29746, -3.04123, 2.79828], [0.98321, -1.79768, 2.48155], [1.22132, -1.72940, 1.40298], [-1.06980, -1.49392, -2.25985], [-0.13360, -3.34280, -3.05457], [0.31303, -4.31004, -2.97841], [0.01306, -2.41198, -4.04828], [0.33083, -2.50521, -5.07037], [-0.50624, -1.20702, -3.51301], [-0.54842, 0.05043, -4.14511], [0.42937, 0.40207, -5.09072], [0.20235, 1.51874, -5.90893], [0.95950, 1.78960, -6.65019], [-0.93694, 2.32154, -5.77318], [-1.16055, 3.50078, -6.67772], [-1.71399, 4.29368, -6.17128], [-1.73395, 3.22881, -7.57019], [-0.21112, 3.91479, -7.02423], [-1.84978, 1.99093, -4.76795], [-2.72040, 2.62428, -4.59623], [-1.67876, 0.86079, -3.95085], [-2.66966, 0.56351, -2.89102], [-2.92631, -0.50480, -2.80333], [-3.58840, 1.13389, -3.10112], [-2.29491, 0.89298, -1.90463], [1.73264, -0.31390, -5.18649], [1.64860, -1.35629, -5.51276], [2.27660, -0.29279, -4.23023], [2.34875, 0.20832, -5.93157], [-4.82130, 0.31108, 3.21631], [-3.58344, -0.25405, 3.72089], [-2.48795, -0.47741, 2.95317], [-2.47542, -0.29850, 1.09836], [-1.50422, -0.91164, 3.79474], [-2.00009, -1.00616, 5.10090], [-1.30563, -1.21030, 6.28997], [-2.03683, -0.98111, 7.47070], [-3.35958, -0.50432, 7.43953], [-4.02060, -0.26449, 6.22025], [-3.30604, -0.58245, 5.05996], [-4.60803, 1.18363, 2.58846], [-5.43396, 0.61359, 4.06844], [-5.37256, -0.41819, 2.61235], [-0.52032, -0.98401, 3.49281], [-0.27370, -1.54335, 6.24452], [-1.55841, -1.16759, 8.43298], [-3.87504, -0.31502, 8.38467], [-5.01785, 0.16441, 6.15142]]}


(2)
{"formula": "C36H41N7OS2TeW", "method": "ωB97M-V/def2-TZVPD", "spin_multiplicity": 2, "e_tot_ha": -2985.52397, "gap_ev": [5.156, 5.338], "charge": 3, "e_above_lowest_ev": 1.1173, "homo_energy_ev": [-15.33, -15.32], "symbols": ["W", "N", "C", "C", "C", "C", "C", "C", "S", "N", "C", "C", "C", "C", "C", "C", "N", "H", "H", "H", "H", "H", "H", "H", "H", "H", "C", "C", "O", "N", "Te", "C", "C", "C", "C", "C", "C", "C", "C", "C", "C", "C", "C", "C", "C", "C", "C", "C", "C", "H", "H", "H", "H", "H", "H", "H", "H", "H", "H", "H", "H", "H", "H", "H", "H", "H", "H", "H", "H", "H", "H", "H", "H", "H", "C", "C", "C", "N", "N", "C", "N", "S", "H", "H", "H", "H", "H", "H", "H"], "coordinates": [[0.48731, -0.44175, -1.20667], [4.49145, -0.41772, -0.38751], [5.20561, 0.21472, -1.42802], [6.43892, 0.79152, -1.16382], [7.11159, 1.47563, -2.16429], [6.53754, 1.61043, -3.41923], [5.31070, 1.02090, -3.69260], [4.66334, 0.30676, -2.70001], [3.17667, -0.57061, -3.08532], [2.52342, -0.94826, -1.55299], [3.20866, -0.77256, -0.42647], [2.45966, -1.03928, 0.78546], [3.01254, -1.12894, 2.05476], [2.25878, -1.63250, 3.09324], [0.97422, -2.09941, 2.82263], [0.43915, -1.88034, 1.58106], [1.12050, -1.29189, 0.57734], [4.93814, -0.39093, 0.51601], [6.86583, 0.70265, -0.17093], [8.07986, 1.91027, -1.96045], [7.04365, 2.17358, -4.19073], [4.86604, 1.09974, -4.67693], [4.04000, -0.83895, 2.22524], [2.66614, -1.69975, 4.09315], [0.40854, -2.61257, 3.58590], [-0.57303, -2.17856, 1.33836], [0.99307, 2.49449, -3.42660], [0.65603, 1.53581, -2.33955], [-0.46666, 0.80483, -2.46625], [1.32144, 1.31357, -1.24755], [-1.34922, 1.00773, 0.19552], [-3.46432, 0.75217, 0.49168], [-4.09968, 1.67855, 1.32210], [-3.39422, 2.85949, 1.93547], [-5.45369, 1.48652, 1.56827], [-6.17419, 0.44469, 0.99165], [-7.62969, 0.25753, 1.26792], [-5.50864, -0.41135, 0.10945], [-4.16186, -0.26748, -0.16253], [-3.46724, -1.20098, -1.12126], [-0.76588, 1.01150, 2.27255], [-1.34318, 0.15496, 3.22526], [-2.47468, -0.78948, 2.92037], [-0.84482, 0.17374, 4.52363], [0.20273, 0.99848, 4.90561], [0.74172, 0.97253, 6.30424], [0.71801, 1.87992, 3.95852], [0.23529, 1.93228, 2.65603], [0.76867, 3.00187, 1.74184], [0.18154, 3.22310, -3.49103], [1.05379, 1.98317, -4.38776], [1.92743, 3.00318, -3.20794], [-2.66156, 3.27980, 1.24283], [-2.88127, 2.58587, 2.85995], [-4.11236, 3.63989, 2.17652], [-5.96568, 2.18681, 2.21725], [-7.99455, 0.93593, 2.03492], [-7.83648, -0.76885, 1.57491], [-8.21386, 0.42364, 0.36009], [-6.07440, -1.19754, -0.37701], [-4.19506, -1.69376, -1.76316], [-2.91866, -1.97882, -0.57817], [-2.77219, -0.65514, -1.76590], [-2.50444, -1.06464, 1.86771], [-3.43292, -0.32103, 3.15425], [-2.39958, -1.69371, 3.52543], [-1.30091, -0.48143, 5.25892], [0.67074, -0.02292, 6.74304], [0.16129, 1.64213, 6.94247], [1.77675, 1.31056, 6.33953], [1.48887, 2.58135, 4.25816], [1.26886, 3.77839, 2.31769], [-0.04200, 3.46932, 1.18194], [1.49322, 2.60922, 1.03107], [0.42562, -1.67108, -6.21965], [-0.52901, -1.34574, -5.06085], [-0.24748, -2.18854, -3.87057], [-0.14064, -1.74135, -2.65205], [0.19860, -2.68644, -1.70481], [0.36172, -3.87122, -2.23549], [0.73044, -4.96209, -1.57259], [0.05721, -3.89225, -3.95949], [0.29235, -0.95504, -7.02681], [0.21662, -2.66215, -6.62588], [1.46724, -1.64564, -5.89726], [-1.55697, -1.52378, -5.38881], [-0.45894, -0.30064, -4.76111], [0.91732, -4.92256, -0.58444], [0.75512, -5.85954, -2.02945]]}